1.
Molecular formula: C4H12OS
Method: DFT, wB97M-V/def2-TZVPD

```
! RIJCOSX wB97M-V def2-TZVPD def2/J DEFGRID3
* xyz 0 1
C -1.57 1.10 -2.20
C -0.80 1.67 -1.00
O -1.27 1.03 0.16
H -2.39 0.49 -1.83
H -0.90 0.51 -2.83
H -2.03 1.84 -2.84
H 0.27 1.56 -1.10
H -0.93 2.76 -1.02
H -1.15 1.55 0.96
C 0.65 -2.33 2.21
S 2.03 -1.14 2.08
C 1.75 -0.46 0.42
H 1.02 -3.25 2.65
H -0.15 -1.86 2.78
H 0.29 -2.54 1.21
H 2.59 0.22 0.35
H 0.80 0.06 0.35
H 1.80 -1.22 -0.35
*
```

As for the structure (SMILES): CCO.CSC. The value obtained for the highest occupied orbital energy is -8.343 eV. As for the LUMO energy: 0.0302 Ha.



2.
Molecular formula: C4H12OS
Method: DFT, wB97M-V/def2-TZVPD

```
! RIJCOSX wB97M-V def2-TZVPD def2/J DEFGRID3
* xyz 0 1
C 1.66 0.96 -1.07
C 0.90 1.05 0.28
C -0.41 0.27 0.23
C -1.31 0.44 1.47
S -2.66 -0.80 1.41
H 2.33 1.78 -1.25
H 2.06 -0.05 -1.03
H 0.87 1.05 -1.86
H 0.74 2.11 0.53
H 1.55 0.67 1.07
H -0.05 -0.76 0.18
H -0.99 0.43 -0.67
H -1.77 1.42 1.46
H -0.66 0.20 2.32
H -1.97 -1.76 0.75
O -0.42 -2.31 -1.48
H -0.23 -2.93 -0.76
H 0.35 -1.75 -1.57
*
```

As for the structure (SMILES): CCCCS.O. The value obtained for the highest occupied orbital energy is -8.918 eV. As for the LUMO energy: 0.0254 Ha.



3.
Molecular formula: C4H12OS2
Method: DFT, wB97M-V/def2-TZVPD

```
! RIJCOSX wB97M-V def2-TZVPD def2/J DEFGRID3
* xyz 0 1
C -2.33 1.43 0.42
C -1.20 1.00 -0.52
S 0.35 1.77 -0.21
S 1.66 0.56 -1.29
C 2.16 -0.58 0.05
C 1.23 -1.63 0.63
H -2.99 0.57 0.51
H -2.03 1.62 1.46
H -2.88 2.31 0.10
H -1.04 -0.08 -0.48
H -1.56 1.19 -1.54
H 2.44 0.06 0.88
H 3.02 -1.06 -0.42
H 1.87 -2.33 1.16
H 0.41 -1.35 1.30
H 0.68 -2.24 -0.09
O -3.08 -3.65 1.61
H -3.95 -3.79 1.93
H -2.63 -4.50 1.46
*
```

As for the structure (SMILES): CCSSCC.O. The value obtained for the highest occupied orbital energy is -8.657 eV. As for the LUMO energy: 0.0262 Ha.



4.
Molecular formula: C4H12OS2
Method: DFT, wB97M-V/def2-TZVPD

```
! RIJCOSX wB97M-V def2-TZVPD def2/J DEFGRID3
* xyz 0 1
C -0.95 -2.02 -0.71
C -0.81 -0.63 -1.31
C 0.57 -0.04 -1.07
S 0.90 0.36 0.69
S -0.43 1.90 1.03
C 0.23 3.24 0.03
H -0.10 -2.66 -0.96
H -1.86 -2.52 -1.04
H -1.01 -1.93 0.38
H -1.55 0.05 -0.88
H -0.99 -0.62 -2.39
H 0.81 0.84 -1.66
H 1.35 -0.78 -1.27
H -0.33 4.12 0.32
H 0.12 3.07 -1.04
H 1.29 3.42 0.22
O 0.71 -2.25 3.13
H 0.51 -1.34 2.90
H 1.55 -2.22 3.62
*
```

As for the structure (SMILES): CCCSSC.O. The value obtained for the highest occupied orbital energy is -8.713 eV. As for the LUMO energy: 0.0273 Ha.



5.
Molecular formula: C4H12S
Method: DFT, wB97M-V/def2-TZVPD

```
! RIJCOSX wB97M-V def2-TZVPD def2/J DEFGRID3
* xyz -1 2
C 0.89 0.92 0.13
C 2.90 -0.37 1.90
S 1.14 -0.21 1.57
H -0.07 0.66 -0.33
H 1.66 0.80 -0.64
H 0.83 1.79 0.58
H 3.49 0.57 1.74
H 3.45 -1.08 1.21
H 3.06 -0.80 2.91
C -3.19 -0.01 -1.63
C -2.78 -0.15 -3.09
H -3.93 0.80 -1.62
H -2.31 0.08 -0.96
H -3.59 -0.94 -1.32
H -3.28 0.41 -3.86
H -1.68 -0.03 -3.28
H -2.79 -1.25 -3.39
*
```

The expectation value of S² is 0.750. The value obtained for the highest occupied orbital energy (spin up / spin down) is 1.373 / -5.027 eV. As for the LUMO energy (spin up / spin down): 0.1310 / 0.1351 Ha.



6.
Molecular formula: C4H12S
Method: DFT, wB97M-V/def2-TZVPD

```
! RIJCOSX wB97M-V def2-TZVPD def2/J DEFGRID3
* xyz -1 2
C -0.94 0.95 0.91
C -0.81 2.47 1.04
H -1.48 0.58 1.87
H -1.57 0.83 0.04
H -0.15 0.22 1.05
H -1.70 2.90 1.10
H -0.21 2.77 1.81
H -0.43 2.71 0.00
C 1.19 -0.15 -1.29
C 0.37 -2.73 -0.60
S 1.01 -1.87 -1.94
H 0.29 0.34 -1.61
H 1.14 -0.27 -0.14
H 2.13 0.33 -1.38
H -0.38 -3.39 -0.85
H 0.19 -2.31 0.41
H 1.34 -3.38 -0.43
*
```

The expectation value of S² is 0.750. The value obtained for the highest occupied orbital energy (spin up / spin down) is 1.348 / -4.696 eV. As for the LUMO energy (spin up / spin down): 0.1211 / 0.1224 Ha.



7.
Molecular formula: C4H12S
Method: DFT, wB97M-V/def2-TZVPD

```
! RIJCOSX wB97M-V def2-TZVPD def2/J DEFGRID3
* xyz 0 1
C -1.35 0.58 1.33
S -1.18 2.41 1.19
C -1.41 2.65 -0.54
H -0.59 0.03 0.75
H -1.08 0.42 2.39
H -2.48 0.49 1.08
H -0.87 1.96 -1.16
H -1.08 3.73 -0.81
H -2.55 2.49 -0.77
C 1.57 -1.26 -0.91
C 1.58 -2.40 0.02
H 0.71 -1.25 -1.71
H 1.53 -0.36 -0.31
H 2.61 -1.30 -1.35
H 2.51 -2.70 0.52
H 1.16 -3.32 -0.58
H 0.91 -2.16 0.85
*
```

As for the structure (SMILES): CSC.CC. The value obtained for the highest occupied orbital energy is -8.399 eV. As for the LUMO energy: 0.0356 Ha.



Please write out number 3 again, unchanged.
Molecular formula: C4H12OS2
Method: DFT, wB97M-V/def2-TZVPD

```
! RIJCOSX wB97M-V def2-TZVPD def2/J DEFGRID3
* xyz 0 1
C -2.33 1.43 0.42
C -1.20 1.00 -0.52
S 0.35 1.77 -0.21
S 1.66 0.56 -1.29
C 2.16 -0.58 0.05
C 1.23 -1.63 0.63
H -2.99 0.57 0.51
H -2.03 1.62 1.46
H -2.88 2.31 0.10
H -1.04 -0.08 -0.48
H -1.56 1.19 -1.54
H 2.44 0.06 0.88
H 3.02 -1.06 -0.42
H 1.87 -2.33 1.16
H 0.41 -1.35 1.30
H 0.68 -2.24 -0.09
O -3.08 -3.65 1.61
H -3.95 -3.79 1.93
H -2.63 -4.50 1.46
*
```

As for the structure (SMILES): CCSSCC.O. The value obtained for the highest occupied orbital energy is -8.657 eV. As for the LUMO energy: 0.0262 Ha.